Entry 1:
C19H24N2O4S | wB97M-V/def2-TZVPD

Element x y z (Å)
O (-2.7767, -2.2162, -0.4925)
C (-2.2067, -1.1966, -0.1577)
N (-2.8494, -0.0360, 0.0920)
C (-4.2918, 0.1035, -0.0088)
C (-4.8491, 0.6291, 1.3193)
C (-6.2542, 0.1230, 1.6537)
C (-7.2256, 0.0659, 0.4712)
C (-7.1093, 1.2300, -0.5149)
C (-6.0895, 0.9678, -1.6230)
C (-4.6302, 1.0320, -1.1799)
C (-0.7164, -1.1417, 0.0023)
C (-0.0885, -0.3337, 0.9463)
C (1.2910, -0.3506, 1.0628)
C (2.0320, -1.1699, 0.2358)
S (3.8213, -1.1732, 0.3715)
O (4.2105, -0.2008, 1.3436)
O (4.2793, -2.5224, 0.5166)
N (4.3706, -0.6997, -1.1356)
C (3.7966, 0.4788, -1.7612)
C (3.8503, 1.6273, -0.8131)
C (4.8815, 2.4182, -0.4035)
C (4.3407, 3.3057, 0.5573)
C (3.0238, 2.9881, 0.6564)
O (2.7141, 1.9751, -0.1721)
C (1.4249, -1.9974, -0.6897)
C (0.0466, -1.9862, -0.8009)
H (-2.3193, 0.7990, 0.2824)
H (-4.6632, -0.9056, -0.2075)
H (-4.1804, 0.3201, 2.1266)
H (-4.8447, 1.7211, 1.2961)
H (-6.1804, -0.8800, 2.0784)
H (-6.6667, 0.7736, 2.4284)
H (-7.0792, -0.8662, -0.0773)
H (-8.2390, 0.0378, 0.8775)
H (-8.0817, 1.3783, -0.9904)
H (-6.8641, 2.1517, 0.0145)
H (-6.2314, 1.7060, -2.4162)
H (-6.2874, -0.0162, -2.0537)
H (-4.0020, 0.7559, -2.0308)
H (-4.3775, 2.0593, -0.9010)
H (-0.6695, 0.2861, 1.6135)
H (1.8110, 0.2554, 1.7871)
H (4.4434, -1.5000, -1.7438)
H (2.7483, 0.3163, -2.0568)
H (4.3890, 0.7039, -2.6529)
H (5.8968, 2.3661, -0.7367)
H (4.8645, 4.0673, 1.0969)
H (2.2293, 3.3946, 1.2503)
H (2.0308, -2.6541, -1.2949)
H (-0.4638, -2.6304, -1.5007)

Force components x, y, z for each atom (eV/Å):
0.0 -0.3 -0.1
0.1 0.3 0.1
0.0 0.2 0.1
0.0 0.1 0.0
-0.1 -0.2 0.1
0.0 0.0 -0.1
0.0 0.2 0.2
-0.1 -0.3 -0.2
0.1 0.3 0.1
-0.2 -0.3 -0.2
0.3 -0.1 0.1
-0.1 -0.1 -0.1
0.1 0.1 0.1
0.6 0.1 0.2
0.3 -0.3 -0.3
-0.3 0.1 -0.1
-0.2 -0.1 -0.2
-0.1 -0.4 0.7
-0.4 0.4 0.2
0.8 0.5 -0.4
-0.5 -0.4 -0.4
-0.5 -0.1 0.1
0.5 0.5 0.3
-0.3 -0.1 -0.2
-0.1 -0.1 -0.1
0.0 0.0 0.0
0.1 -0.1 0.0
0.0 0.1 0.0
0.0 0.1 0.0
0.1 0.1 0.0
0.0 0.0 0.1
0.0 -0.1 0.0
-0.1 -0.1 0.0
0.0 -0.1 0.0
0.0 0.1 0.0
0.0 0.1 0.0
0.0 -0.1 -0.1
0.0 0.0 -0.1
0.0 0.0 0.0
0.1 0.0 0.0
-0.1 0.0 0.1
0.0 0.1 0.1
0.0 -0.2 0.0
0.2 0.1 0.0
-0.1 -0.1 0.1
0.2 -0.1 -0.1
0.0 0.2 0.2
-0.2 0.0 0.0
0.0 -0.1 -0.1
0.0 -0.1 0.0

Computed properties:
SMILES = O=C(NC1CCCCCC1)c1ccc(S(=O)(=O)NCc2ccco2)cc1
HOMO energy = -0.322 Ha
Energy relative to the best compared isomer or geometry (same formula, charge and spin) = 185.5 kJ/mol

Entry 2:
C5H8BNO2S | wB97M-V/def2-TZVPD

Element x y z (Å)
B (-2.3529, 0.3853, 0.0031)
C (0.9056, 1.3600, 0.0077)
C (-0.9490, -0.1824, 0.0111)
C (1.8926, 0.5133, 0.0017)
C (-0.2173, -1.2830, 0.0297)
C (3.3684, 0.8119, 0.0119)
N (-0.6980, -2.5713, 0.1600)
O (-2.5451, 1.7219, 0.1601)
O (-3.3929, -0.4988, -0.1745)
S (1.5683, -1.2430, -0.0093)
H (0.7178, 2.4034, 0.0232)
H (3.8092, 0.4635, 0.9444)
H (3.8594, 0.2955, -0.8119)
H (3.5350, 1.8821, -0.0819)
H (-1.6765, -2.6661, -0.0675)
H (-0.1020, -3.3083, -0.1789)
H (-3.4528, 2.0277, 0.1539)
H (-4.2698, -0.1117, -0.1827)

Force components x, y, z for each atom (eV/Å):
0.0 -0.3 0.0
-3.5 -2.8 0.0
3.2 2.9 0.0
0.0 -0.6 -0.1
0.6 0.1 0.1
-0.1 0.0 0.0
-0.1 -0.1 0.0
0.2 0.6 0.1
-0.1 -0.4 0.0
-0.2 0.2 0.1
0.1 0.6 0.0
0.1 0.0 0.0
0.1 0.0 0.0
0.0 0.0 0.0
0.1 -0.1 0.0
-0.1 -0.1 -0.1
-0.1 0.0 0.0
-0.1 0.0 0.0

Computed properties:
HOMO energy (spin up / spin down) = -0.302 / -0.302 Ha
Energy relative to the best compared isomer or geometry (same formula, charge and spin) = 0.0 kJ/mol

Entry 3:
C12H16BrNO | wB97M-V/def2-TZVPD

Element x y z (Å)
C (-2.8988, 0.6932, -0.1834)
C (-1.8866, 1.8321, -0.2191)
C (-0.5594, 1.4012, -0.8500)
C (0.4414, 2.5590, -0.9700)
C (0.0622, 3.5644, -2.0501)
N (0.0329, 0.3320, -0.0698)
C (0.2501, -0.9066, -0.5605)
O (-0.0158, -1.2334, -1.7000)
C (0.8402, -1.8745, 0.4201)
C (0.4756, -3.2134, 0.3173)
C (0.9991, -4.1512, 1.1883)
C (1.9045, -3.7686, 2.1638)
C (2.2780, -2.4381, 2.2445)
Br (3.5414, -1.9005, 3.5706)
C (1.7582, -1.4842, 1.3881)
H (-2.5290, -0.1367, 0.4150)
H (-3.0890, 0.3259, -1.1889)
H (-3.8385, 1.0332, 0.2452)
H (-2.2982, 2.6591, -0.7973)
H (-1.6998, 2.1931, 0.7963)
H (-0.7432, 0.9739, -1.8415)
H (0.5245, 3.0673, -0.0057)
H (1.4189, 2.1354, -1.2118)
H (-0.0526, 3.0641, -3.0085)
H (-0.8696, 4.0697, -1.8100)
H (0.8397, 4.3182, -2.1473)
H (0.2103, 0.5246, 0.9032)
H (-0.2196, -3.4991, -0.4570)
H (0.7078, -5.1874, 1.1097)
H (2.3218, -4.4925, 2.8467)
H (2.0934, -0.4601, 1.4619)

Force components x, y, z for each atom (eV/Å):
0.1 0.2 0.0
0.0 -0.3 -0.2
0.1 0.3 0.0
-0.2 -0.1 -0.3
0.1 -0.1 0.2
0.0 0.3 0.2
0.1 0.0 0.3
-0.1 -0.2 -0.3
0.1 -0.3 0.0
0.0 0.1 -0.1
0.0 0.1 0.0
0.1 0.1 0.1
0.2 0.0 0.2
-0.2 -0.1 -0.2
0.0 0.0 0.0
0.0 -0.1 0.0
-0.1 -0.1 -0.1
-0.1 0.0 0.0
0.0 0.1 0.0
0.0 0.1 0.0
0.0 0.1 0.1
0.1 0.0 0.1
0.0 0.0 0.1
0.0 0.0 -0.1
-0.1 0.1 0.0
0.0 0.1 -0.1
0.0 -0.2 0.0
0.0 0.0 -0.1
0.0 -0.1 0.0
0.0 0.0 0.0
0.0 0.1 0.0

Computed properties:
SMILES = CCC(CC)NC(=O)c1cccc(Br)c1
HOMO energy = -0.341 Ha
Energy relative to the best compared isomer or geometry (same formula, charge and spin) = 0.0 kJ/mol

Entry 4:
C2H3NOS | wB97M-V/def2-TZVPD

Element x y z (Å)
C (1.1222, 0.5493, 0.2070)
N (-0.1303, 0.6081, 0.1255)
S (-1.3927, 1.5352, 0.4373)
C (-0.8422, -0.9027, -0.3437)
O (-0.3001, -1.5977, -1.0890)
H (1.7862, 1.3253, 0.4646)
H (1.4907, -0.4241, -0.1680)
H (-1.7338, -1.0933, 0.3665)

Force components x, y, z for each atom (eV/Å):
1.0 -2.0 -1.2
-1.8 -3.6 -0.7
-1.5 2.2 0.6
0.5 1.3 2.8
0.2 -0.5 -1.1
0.3 1.0 0.4
0.4 0.7 0.4
0.9 0.9 -1.3

Computed properties:
SMILES = C=[N+]([S-])C=O
HOMO energy (spin up / spin down) = -0.307 / -0.307 Ha
Energy relative to the best compared isomer or geometry (same formula, charge and spin) = 247.0 kJ/mol